Here is a 2-piece molecular cluster, C5H7NO overall in a non-equilibrium geometry from the OMol25 dataset. Energies are from ωB97M-V/def2-TZVPD.

```
! wB97M-V def2-TZVPD RIJCOSX def2/J DEFGRID3
* xyz 0 1
H -2.31 1.83 0.96
N -1.38 2.06 0.62
C -0.67 1.01 0.52
C 0.68 1.04 0.02
C 1.41 0.01 -0.36
C 0.97 -1.15 0.31
C -0.28 -1.28 0.78
O -1.13 -0.23 0.87
H 1.12 1.99 -0.12
H 2.40 0.14 -0.77
H 1.66 -1.97 0.39
H -0.70 -2.17 1.23
H -1.21 -0.80 -2.33
H -0.56 -0.48 -2.12
*
```

Summary:
- ΔE to the lowest compared entry with this formula, charge and spin (kcal per mole) = 61.63
- frontier orbital gap (eV) = 8.7511
- SMILES = [H]/N=c1/cccco1.[H][H]

In the natural (NBO) picture, each atom carries the following charge in e: number 1, H, carries 0.3476; number 2, N, carries -0.6758; number 3, C, carries 0.4975; number 4, C, carries -0.2427; number 5, C, carries -0.1701; number 6, C, carries -0.3307; number 7, C, carries 0.1604; number 8, O, carries -0.4641; number 9, H, carries 0.2246; number 10, H, carries 0.2279; number 11, H, carries 0.2249; number 12, H, carries 0.2042; number 13, H, carries 0.0067; number 14, H, carries -0.0106